# 1
{
  "formula": "C18H44N6O8Y",
  "method": "ωB97M-V/def2-TZVPD",
  "species": ["Y", "O", "H", "O", "H", "C", "O", "N", "C", "C", "H", "H", "H", "H", "H", "H", "H", "C", "O", "N", "C", "C", "H", "H", "H", "H", "H", "H", "H", "C", "O", "N", "C", "C", "H", "H", "H", "H", "H", "H", "H", "C", "O", "N", "C", "C", "H", "H", "H", "H", "H", "H", "H", "C", "O", "N", "C", "C", "H", "H", "H", "H", "H", "H", "H", "C", "O", "N", "C", "C", "H", "H", "H", "H", "H", "H", "H"],
  "positions_angstrom": [[0.47, -0.42, 0.16], [2.22, -1.70, -0.16], [3.03, -2.14, -0.42], [-0.68, -1.52, 1.69], [-1.23, -2.23, 2.02], [1.42, -0.44, -3.19], [0.96, 0.01, -2.16], [0.77, -0.47, -4.35], [1.35, -1.08, -5.53], [-0.55, 0.08, -4.46], [2.44, -0.85, -3.22], [2.30, -1.55, -5.29], [1.51, -0.33, -6.31], [0.66, -1.81, -5.95], [-0.66, 0.95, -3.82], [-0.73, 0.41, -5.49], [-1.34, -0.65, -4.24], [2.16, 2.76, 0.27], [1.81, 1.61, 0.11], [1.53, 3.82, -0.24], [2.11, 5.16, -0.17], [0.32, 3.69, -1.01], [3.02, 3.02, 0.90], [2.37, 5.50, -1.17], [3.04, 5.14, 0.40], [1.43, 5.86, 0.31], [-0.48, 4.27, -0.54], [0.48, 4.07, -2.02], [0.02, 2.64, -1.06], [-1.27, 1.53, 2.50], [-0.54, 1.43, 1.53], [-1.15, 2.49, 3.42], [-1.99, 2.52, 4.60], [-0.06, 3.44, 3.33], [-2.08, 0.81, 2.70], [-2.82, 1.82, 4.48], [-2.42, 3.51, 4.73], [-1.43, 2.25, 5.50], [0.08, 3.76, 2.29], [-0.30, 4.33, 3.91], [0.88, 3.00, 3.67], [-2.38, 0.99, -1.43], [-1.38, 0.64, -0.83], [-3.58, 0.39, -1.31], [-3.74, -0.75, -0.43], [-4.72, 0.83, -2.07], [-2.40, 1.86, -2.10], [-4.73, -0.68, 0.04], [-2.97, -0.74, 0.34], [-3.72, -1.68, -1.00], [-4.46, 1.70, -2.67], [-5.06, 0.06, -2.76], [-5.55, 1.09, -1.41], [-1.20, -3.20, -1.13], [-0.73, -2.07, -1.09], [-0.53, -4.26, -1.55], [-1.17, -5.56, -1.68], [0.82, -4.10, -2.09], [-2.23, -3.42, -0.79], [-2.21, -5.54, -1.36], [-0.65, -6.30, -1.06], [-1.12, -5.91, -2.71], [1.38, -5.00, -1.86], [0.76, -4.01, -3.18], [1.27, -3.23, -1.61], [1.88, -0.24, 3.52], [1.63, -0.02, 2.35], [2.67, -1.22, 3.95], [3.02, -1.35, 5.35], [3.31, -2.12, 2.99], [1.43, 0.35, 4.34], [4.10, -1.46, 5.47], [2.55, -2.23, 5.80], [2.70, -0.48, 5.92], [2.72, -2.13, 2.08], [4.32, -1.77, 2.77], [3.34, -3.12, 3.42]],
  "mulliken_charge": [1.30, -0.70, 0.06, -0.70, 0.03, -0.01, -0.61, 0.22, -0.99, -0.91, 0.36, 0.31, 0.36, 0.36, 0.22, 0.43, 0.24, -0.08, -0.57, 0.29, -0.96, -0.61, 0.34, 0.33, 0.31, 0.32, 0.32, 0.43, -0.14, -0.12, -0.16, 0.21, -0.93, -0.77, 0.21, 0.31, 0.33, 0.33, 0.13, 0.40, 0.20, -0.02, 0.59, 0.19, -0.83, -0.93, 0.21, 0.44, 0.10, 0.20, 0.29, 0.33, 0.33, -0.02, -0.31, 0.21, -0.95, -0.55, 0.14, 0.30, 0.33, 0.33, 0.38, 0.27, -0.11, 0.17, -0.45, 0.17, -0.98, -0.71, 0.14, 0.34, 0.32, 0.32, 0.00, 0.29, 0.38],
  "charge": 1,
  "orbital_gap_ev": 8.83,
  "lumo_energy_ev": -1.60,
  "de_lowest_ev": 0.000
}

***

# 2
{
  "formula": "C4H15N4P",
  "method": "ωB97M-V/def2-TZVPD",
  "species": ["C", "N", "C", "P", "N", "N", "N", "C", "C", "H", "H", "H", "H", "H", "H", "H", "H", "H", "H", "H", "H", "H", "H", "H"],
  "positions_angstrom": [[-2.55, -0.25, -0.71], [-1.22, 0.18, -0.18], [-1.11, 1.53, 0.27], [-0.17, -0.99, 0.37], [-0.38, -2.54, 0.22], [-0.13, -0.75, 2.02], [1.36, -0.49, -0.03], [2.07, 0.53, 0.61], [1.82, -0.48, -1.43], [-2.49, -1.25, -0.81], [-3.38, 0.25, 0.02], [-2.62, 0.11, -1.65], [-0.05, 1.51, 0.49], [-1.24, 2.34, -0.57], [-1.83, 1.61, 1.07], [0.05, -2.92, -0.63], [-1.07, -0.78, 2.36], [0.42, -1.51, 2.37], [3.07, 0.33, 0.61], [2.06, 1.59, 0.21], [1.97, 0.75, 1.69], [1.00, -0.41, -2.11], [2.51, 0.33, -1.61], [2.39, -1.44, -1.74]],
  "mulliken_charge": [-1.15, 0.09, -0.65, 0.70, -0.89, -0.60, 0.15, -1.45, -1.08, 0.51, 0.20, 0.39, 0.06, 0.26, 0.38, 0.21, 0.26, 0.25, 0.58, 0.41, 0.38, 0.40, 0.38, 0.23],
  "orbital_gap_ev": 9.31,
  "lumo_energy_ev": 0.87,
  "de_lowest_ev": 0.000
}

***

# 3
{
  "formula": "C22H46N7O3RuS3Si3",
  "method": "ωB97M-V/def2-TZVPD",
  "species": ["Ru", "C", "O", "Si", "C", "C", "C", "Si", "C", "C", "C", "Si", "C", "C", "C", "H", "H", "H", "H", "H", "H", "H", "H", "H", "H", "H", "H", "H", "H", "H", "H", "H", "H", "H", "H", "H", "H", "H", "H", "H", "H", "H", "N", "C", "N", "C", "C", "S", "C", "C", "S", "C", "N", "N", "H", "H", "H", "H", "H", "H", "N", "C", "N", "S", "H", "H", "H", "H", "O", "C", "O", "C", "N", "C", "C", "C", "H", "H", "H", "H", "H", "H", "H", "H", "H"],
  "positions_angstrom": [[-0.49, 0.68, 0.51], [0.23, 1.50, 3.87], [0.57, 0.94, 2.59], [2.16, 1.22, 2.00], [2.58, 3.01, 2.31], [3.30, 0.18, 3.04], [1.87, 0.75, 0.23], [2.83, 1.91, -1.03], [4.63, 1.86, -0.52], [2.18, 3.65, -1.07], [2.84, 1.26, -2.81], [2.29, -0.88, -0.28], [3.38, -2.11, 0.56], [1.79, -1.62, -1.91], [0.00, -3.46, 1.59], [0.55, 0.83, 4.67], [-0.85, 1.65, 3.92], [0.73, 2.46, 4.01], [2.83, 3.15, 3.36], [1.77, 3.68, 2.04], [3.47, 3.31, 1.75], [3.48, 0.69, 3.99], [4.28, 0.06, 2.57], [2.90, -0.80, 3.27], [4.80, 2.19, 0.51], [5.24, 2.50, -1.16], [5.03, 0.85, -0.60], [2.32, 4.21, -0.14], [1.12, 3.72, -1.33], [2.73, 4.17, -1.85], [3.66, 0.56, -2.97], [3.05, 2.11, -3.46], [1.94, 0.78, -3.17], [4.33, -2.05, 0.02], [3.01, -3.13, 0.41], [3.59, -1.95, 1.62], [2.63, -1.55, -2.60], [0.93, -1.12, -2.36], [1.58, -2.68, -1.77], [0.95, -3.99, 1.54], [-0.54, -3.74, 2.48], [0.13, -2.38, 1.55], [-0.48, 1.72, -2.78], [-1.67, 1.43, -2.23], [-1.80, 0.81, -1.07], [-3.16, 0.70, -0.75], [-4.02, 1.15, -1.68], [-3.16, 1.80, -3.03], [-3.41, 0.13, 0.57], [-4.55, -0.34, 1.11], [-4.22, -0.97, 2.68], [-2.56, -0.59, 2.49], [-2.27, 0.05, 1.37], [-1.63, -1.03, 3.36], [0.30, 1.74, -2.14], [-0.43, 2.34, -3.57], [-5.10, 1.17, -1.65], [-5.54, -0.38, 0.69], [-1.91, -1.30, 4.29], [-0.69, -0.67, 3.25], [-3.39, 3.37, 1.15], [-2.17, 3.38, 1.66], [-1.99, 3.80, 2.90], [-0.79, 2.98, 0.65], [-4.19, 3.73, 1.64], [-3.50, 3.13, 0.18], [-2.74, 4.20, 3.45], [-1.05, 3.94, 3.23], [-0.78, -3.92, 0.46], [-1.21, -3.07, -0.44], [-1.04, -1.86, -0.48], [-2.01, -3.80, -1.51], [-2.72, -2.75, -2.33], [-2.43, -3.02, -3.79], [-1.04, -3.62, -3.73], [-1.12, -4.56, -2.53], [-2.74, -4.45, -1.04], [-2.31, -1.84, -2.05], [-3.72, -2.71, -2.14], [-2.54, -2.10, -4.36], [-3.17, -3.75, -4.13], [-0.29, -2.84, -3.58], [-0.79, -4.15, -4.65], [-0.16, -4.81, -2.10], [-1.61, -5.49, -2.80]],
  "mulliken_charge": [0.82, -1.41, 0.10, 0.17, -1.32, -1.47, 0.97, 0.11, -1.10, -0.98, -1.40, -0.12, -1.17, -1.13, -0.38, 0.26, 0.41, 0.48, 0.53, 0.32, 0.42, 0.46, 0.40, 0.39, 0.28, 0.44, 0.33, 0.34, 0.29, 0.52, 0.36, 0.47, 0.32, 0.42, 0.43, 0.42, 0.82, -0.09, 0.45, 0.34, 0.38, -0.16, -0.18, -0.05, 1.32, -1.35, -0.19, -0.18, -0.57, -0.03, -0.17, -0.38, 1.42, -0.21, -0.65, 0.30, 0.55, 0.54, 0.28, -0.09, -0.26, 0.23, -0.33, -0.22, 0.25, 0.20, 0.22, 0.24, -0.35, 0.11, -0.27, 0.11, 0.08, -0.68, -0.12, -0.90, 0.54, -0.39, 0.44, 0.40, 0.42, -0.10, 0.50, 0.39, 0.42],
  "charge": 3,
  "orbital_gap_ev": 7.31,
  "lumo_energy_ev": -8.14
}

***

# 4
{
  "formula": "C4H6O2",
  "method": "ωB97M-V/def2-TZVPD",
  "species": ["C", "C", "C", "O", "C", "O", "H", "H", "H", "H", "H", "H"],
  "positions_angstrom": [[1.15, 0.03, -0.87], [-0.04, -0.37, 0.05], [0.16, 0.58, 1.21], [-0.36, 1.66, 1.28], [-1.46, -0.25, -0.48], [-2.11, -1.21, -0.81], [1.65, -0.87, -1.24], [1.89, 0.61, -0.31], [0.84, 0.67, -1.70], [0.09, -1.41, 0.37], [0.94, 0.24, 1.93], [-1.91, 0.76, -0.48]],
  "mulliken_charge": [-1.23, 0.55, -0.26, -0.48, -0.17, -0.47, 0.32, 0.36, 0.34, 0.28, 0.41, 0.36],
  "orbital_gap_ev": 10.46,
  "lumo_energy_ev": 0.68,
  "de_lowest_ev": 1.306
}

***

# 5
{
  "formula": "C26H34N4O5",
  "method": "ωB97M-V/def2-TZVPD",
  "species": ["C", "C", "O", "C", "C", "C", "C", "O", "N", "C", "C", "C", "C", "C", "C", "N", "C", "C", "C", "C", "N", "C", "C", "O", "N", "C", "C", "C", "O", "C", "C", "C", "O", "C", "C", "H", "H", "H", "H", "H", "H", "H", "H", "H", "H", "H", "H", "H", "H", "H", "H", "H", "H", "H", "H", "H", "H", "H", "H", "H", "H", "H", "H", "H", "H", "H", "H", "H", "H"],
  "positions_angstrom": [[-2.33, -0.88, 3.72], [-2.05, 0.56, 3.30], [-1.21, 0.64, 2.16], [-1.62, 0.06, 0.99], [-0.68, -0.72, 0.34], [-0.96, -1.29, -0.89], [-0.01, -2.15, -1.64], [-0.38, -3.14, -2.25], [1.31, -1.82, -1.60], [1.92, -0.63, -1.16], [1.34, 0.58, -1.52], [1.99, 1.74, -1.16], [3.23, 1.69, -0.50], [3.81, 0.49, -0.15], [3.14, -0.70, -0.45], [3.68, -1.93, -0.10], [2.85, -3.02, 0.42], [3.72, -3.73, 1.45], [5.13, -3.46, 0.93], [5.00, -2.00, 0.49], [3.64, 2.99, -0.32], [4.85, 3.44, 0.32], [2.69, 3.86, -0.83], [2.74, 5.07, -0.82], [1.68, 3.07, -1.34], [0.48, 3.60, -1.94], [-2.23, -1.12, -1.44], [-3.19, -0.36, -0.80], [-4.46, -0.17, -1.29], [-4.89, -0.87, -2.44], [-5.19, -2.34, -2.16], [-2.88, 0.30, 0.40], [-3.73, 1.12, 1.08], [-4.64, 1.95, 0.37], [-4.98, 3.13, 1.26], [-2.89, -1.39, 2.94], [-1.39, -1.41, 3.88], [-2.91, -0.89, 4.64], [-2.99, 1.09, 3.12], [-1.49, 1.08, 4.08], [0.28, -0.86, 0.82], [1.91, -2.48, -2.07], [0.42, 0.60, -2.08], [4.76, 0.49, 0.35], [1.92, -2.64, 0.86], [2.59, -3.72, -0.38], [3.49, -4.79, 1.53], [3.60, -3.28, 2.44], [5.90, -3.60, 1.68], [5.34, -4.09, 0.07], [5.76, -1.71, -0.24], [5.09, -1.35, 1.38], [4.89, 3.10, 1.36], [5.72, 3.06, -0.22], [4.84, 4.53, 0.29], [0.54, 4.69, -1.88], [0.41, 3.30, -2.98], [-0.40, 3.25, -1.40], [-2.44, -1.63, -2.37], [-5.81, -0.35, -2.73], [-4.16, -0.77, -3.25], [-5.59, -2.81, -3.06], [-4.30, -2.88, -1.85], [-5.93, -2.42, -1.36], [-5.55, 1.38, 0.12], [-4.18, 2.29, -0.57], [-5.43, 2.78, 2.19], [-4.07, 3.68, 1.51], [-5.68, 3.79, 0.75]],
  "mulliken_charge": [-1.18, -0.06, -0.51, -0.18, 0.12, -0.56, -0.11, -0.72, 0.01, -0.06, -0.57, -0.14, -0.42, -0.06, 0.63, -0.12, 0.01, -0.80, -0.79, -0.93, -0.04, -1.10, 0.54, -0.71, -0.05, -1.03, -0.23, 1.09, -0.42, -0.54, -1.10, 0.27, -0.54, -0.11, -1.37, 0.29, 0.31, 0.41, 0.05, 0.40, 0.42, 0.37, 0.61, 0.58, -0.11, 0.27, 0.38, 0.32, 0.39, 0.30, 0.43, 0.39, 0.33, 0.33, 0.38, 0.38, 0.32, 0.27, 0.55, 0.39, 0.36, 0.38, 0.34, 0.32, 0.21, 0.31, 0.31, 0.32, 0.43],
  "orbital_gap_ev": 7.75,
  "lumo_energy_ev": 0.63,
  "de_lowest_ev": 2.179
}

***

# 6
{
  "formula": "C33H45GeNO5P2Pb",
  "method": "ωB97M-V/def2-TZVPD",
  "species": ["Pb", "O", "C", "O", "C", "O", "C", "C", "O", "O", "H", "H", "H", "H", "H", "C", "P", "C", "C", "C", "P", "C", "C", "H", "H", "H", "H", "H", "H", "H", "H", "H", "H", "H", "H", "H", "H", "H", "H", "C", "C", "C", "C", "N", "H", "H", "H", "H", "H", "H", "H", "H", "H", "C", "Ge", "C", "C", "C", "C", "C", "C", "C", "C", "C", "C", "C", "C", "C", "C", "C", "C", "C", "C", "H", "H", "H", "H", "H", "H", "H", "H", "H", "H", "H", "H", "H", "H", "H"],
  "positions_angstrom": [[0.04, 0.63, 1.20], [-3.91, 4.82, 1.48], [-2.82, 4.11, 1.89], [-2.67, 2.97, 1.53], [-1.96, 4.94, 2.80], [-0.66, 4.44, 2.82], [0.13, 4.81, 3.96], [-0.56, 4.69, 5.36], [-1.57, 5.42, 5.53], [-0.01, 3.92, 6.17], [-4.43, 4.19, 0.97], [-2.01, 5.98, 2.43], [-2.40, 4.94, 3.80], [1.00, 4.17, 3.92], [0.44, 5.86, 3.84], [0.12, 4.63, -0.55], [0.02, 2.81, -0.78], [-1.57, 2.70, -1.69], [1.26, 2.61, -2.12], [1.52, 1.18, -2.59], [1.95, 0.02, -1.09], [3.72, 0.89, -1.21], [2.47, -1.48, -2.01], [-0.04, 5.18, -1.48], [1.10, 4.90, -0.14], [-0.63, 4.95, 0.18], [-1.53, 3.32, -2.58], [-2.38, 3.04, -1.04], [-1.73, 1.65, -1.96], [2.18, 3.05, -1.71], [0.95, 3.26, -2.95], [2.35, 1.20, -3.31], [0.64, 0.77, -3.06], [4.00, 1.07, -2.25], [4.51, 0.29, -0.76], [3.70, 1.84, -0.68], [3.51, -1.41, -2.35], [1.82, -1.62, -2.87], [2.37, -2.36, -1.38], [4.07, -1.47, 1.14], [3.18, -0.30, 1.58], [4.04, 0.94, 1.92], [2.55, -0.74, 2.91], [2.07, -0.08, 0.64], [4.88, -1.62, 1.86], [4.52, -1.33, 0.16], [3.47, -2.39, 1.11], [4.65, 0.73, 2.80], [3.38, 1.78, 2.16], [4.70, 1.24, 1.11], [3.32, -1.03, 3.63], [1.88, -1.59, 2.75], [1.97, 0.07, 3.36], [0.07, -0.16, -0.91], [-0.84, -1.78, -0.89], [-2.82, -1.52, -0.87], [-3.68, -2.48, -1.39], [-5.06, -2.29, -1.38], [-5.60, -1.14, -0.85], [-4.76, -0.16, -0.33], [-3.38, -0.36, -0.35], [-0.57, -3.13, 0.59], [-1.62, -3.60, 1.38], [-1.40, -4.48, 2.43], [-0.11, -4.91, 2.72], [0.95, -4.45, 1.96], [0.71, -3.57, 0.91], [-0.62, -2.89, -2.54], [-0.24, -4.23, -2.56], [-0.06, -4.91, -3.75], [-0.28, -4.27, -4.96], [-0.68, -2.94, -4.96], [-0.84, -2.26, -3.76], [-3.27, -3.39, -1.81], [-5.71, -3.06, -1.80], [-6.68, -0.99, -0.84], [-5.16, 0.75, 0.10], [-2.75, 0.43, 0.05], [-2.63, -3.27, 1.18], [-2.23, -4.83, 3.04], [0.07, -5.59, 3.55], [1.96, -4.76, 2.18], [1.56, -3.18, 0.35], [-0.06, -4.75, -1.62], [0.25, -5.95, -3.74], [-0.15, -4.80, -5.90], [-0.85, -2.42, -5.90], [-1.12, -1.22, -3.77]],
  "mulliken_charge": [0.30, -0.54, 0.29, -0.42, -0.43, -0.21, -0.34, 0.54, -0.75, -0.73, 0.37, 0.27, 0.57, 0.11, 0.27, -1.24, 1.29, -0.88, -1.34, -1.45, 2.16, -1.97, -1.81, 0.44, 0.36, 0.20, 0.52, 0.18, 0.03, 0.34, 0.69, 0.73, 0.18, 0.45, 0.65, 0.33, 0.42, 0.56, 0.37, -1.40, 1.64, -1.72, -1.93, -0.16, 0.49, 0.22, 0.12, 0.50, 0.23, 0.35, 0.48, 0.30, 0.37, -0.67, 1.52, -0.43, -0.40, -0.69, -0.42, -0.78, 0.08, -0.34, -0.31, -0.76, -0.48, -0.78, 0.27, -0.33, 0.04, -0.65, -0.44, -0.59, -0.13, 0.36, 0.36, 0.33, 0.41, -0.01, 0.32, 0.36, 0.34, 0.38, -0.17, 0.29, 0.37, 0.32, 0.38, 0.24],
  "charge": -2,
  "orbital_gap_ev": 5.10,
  "lumo_energy_ev": 4.31,
  "de_lowest_ev": 0.895
}

***

# 7
{
  "formula": "C5H8BrF2N",
  "method": "ωB97M-V/def2-TZVPD",
  "species": ["C", "C", "C", "C", "C", "N", "F", "F", "Br", "H", "H", "H", "H", "H", "H", "H", "H"],
  "positions_angstrom": [[-1.19, 1.95, 0.49], [-0.79, 0.72, 0.77], [1.26, -0.57, 0.73], [-0.54, -1.12, -0.76], [-1.60, -0.04, 2.40], [0.09, -0.08, 0.05], [-0.92, -1.02, 2.83], [-2.82, -0.48, 2.17], [-1.55, 1.48, 3.64], [-0.79, 2.58, -0.43], [-1.80, 2.59, 1.08], [1.92, 0.29, 1.09], [1.00, -1.35, 1.48], [1.95, -1.16, 0.11], [-0.06, -1.45, -1.66], [-0.64, -2.11, -0.24], [-1.54, -0.80, -1.27]],
  "mulliken_charge": [-0.64, 0.03, -0.88, -0.92, 0.50, 0.08, -0.17, -0.21, -0.19, 0.23, 0.27, 0.27, 0.33, 0.33, 0.35, 0.33, 0.29],
  "orbital_gap_ev": 9.44,
  "lumo_energy_ev": 0.83,
  "de_lowest_ev": 1.621
}

***

# 8
{
  "formula": "C4H5N3O3",
  "method": "ωB97M-V/def2-TZVPD",
  "species": ["C", "C", "C", "C", "N", "N", "N", "O", "O", "O", "H", "H", "H", "H", "H"],
  "positions_angstrom": [[2.13, 0.63, -0.10], [1.17, 1.61, 0.03], [-0.25, -0.06, 0.26], [-1.23, -0.94, 0.10], [1.68, -0.58, 0.06], [-0.10, 1.29, 0.18], [-2.39, -0.44, -0.32], [-1.11, 1.99, 0.20], [-0.99, -2.24, 0.15], [1.96, -1.74, -0.07], [3.17, 0.72, -0.34], [1.54, 2.63, 0.16], [-2.35, 0.59, -0.11], [-3.29, -0.97, -0.37], [0.05, -2.48, 0.18]],
  "mulliken_charge": [-0.25, -0.43, -0.02, 0.38, 0.36, 0.74, -0.41, -0.87, -0.55, -0.74, 0.47, 0.36, 0.31, 0.24, 0.42],
  "orbital_gap_ev": [7.78, 7.78],
  "lumo_energy_ev": [-0.04, -0.03],
  "de_lowest_ev": 7.986
}